Density functional theory data (ωB97M-V/def2-TZVPD) for C25H36BrClN3O15 as an isolated structure.

Output
Multiplicity: 1
Net charge: +1
Kohn-Sham gap: 7.17 eV
E_HOMO: -12.41 eV

Atoms and positions in Å:
C (0.6236, -0.6024, -0.9439)
C (0.2759, -1.3507, -1.8086)
N (-0.2306, -2.2601, -2.7097)
C (-0.3858, -1.4012, -3.8781)
N (0.4691, -1.3571, -4.9109)
N (-1.5009, -0.6525, -3.7595)
C (-2.4199, -1.2962, -2.7911)
Cl (-3.8462, -1.7436, -3.7926)
C (-2.8053, -0.3974, -1.6174)
C (-4.0963, 0.4067, -1.8050)
O (-5.2056, -0.3465, -1.3328)
C (-6.3529, -0.2039, -2.0464)
O (-6.6925, 0.8161, -2.5820)
C (-7.2051, -1.4438, -2.1063)
C (-7.2338, -2.0466, -3.5295)
C (-1.6285, -2.6670, -2.5136)
Br (-1.8926, -3.7600, -4.1388)
C (-1.9768, -3.3330, -1.2121)
C (-1.6457, -4.8289, -1.0923)
C (-2.8298, -5.5755, -0.4800)
O (-3.9476, -5.5616, -1.3490)
H (1.0268, 0.0000, -0.1505)
H (1.1330, -0.6066, -5.0080)
H (0.4867, -2.1532, -5.5281)
H (-1.3294, 0.3433, -3.6383)
H (-2.0207, 0.3436, -1.4732)
H (-2.9144, -0.9567, -0.6934)
H (-4.2234, 0.7615, -2.8243)
H (-3.9871, 1.3044, -1.1944)
H (-8.2198, -1.2181, -1.7933)
H (-6.8180, -2.1743, -1.3993)
H (-8.2519, -2.2663, -3.8335)
H (-6.8020, -1.3684, -4.2606)
H (-6.6742, -2.9784, -3.5424)
H (-3.0149, -3.1102, -0.9748)
H (-1.3886, -2.8087, -0.4531)
H (-1.4215, -5.2935, -2.0469)
H (-0.8029, -4.9661, -0.4176)
H (-2.5040, -6.6012, -0.3025)
H (-3.0779, -5.1650, 0.5013)
H (-4.6287, -5.0016, -0.9702)
C (-10.4955, 1.8860, 0.4139)
C (-9.7330, 0.8377, -0.3661)
O (-9.4701, -0.1589, 0.6232)
C (-10.4043, -0.0332, 1.6054)
O (-10.5620, -0.8107, 2.4835)
O (-11.1248, 1.1023, 1.4329)
H (-11.2367, 2.4107, -0.1825)
H (-9.8374, 2.6164, 0.8877)
H (-10.3351, 0.3962, -1.1633)
H (-8.8051, 1.2140, -0.7910)
C (4.8749, 2.4492, -0.0320)
C (4.5452, 1.1097, -0.6542)
O (3.3074, 0.7741, -0.0046)
C (2.7297, 1.9219, 0.4156)
O (1.6105, 1.9691, 0.8298)
O (3.5619, 2.9605, 0.2902)
H (5.3948, 3.1150, -0.7078)
H (5.4507, 2.3572, 0.8866)
H (4.3714, 1.1796, -1.7293)
H (5.2977, 0.3498, -0.4657)
C (9.0030, 1.9424, 2.4361)
C (10.2345, 2.4093, 1.6982)
O (9.7576, 2.4858, 0.3448)
C (8.4225, 2.6440, 0.3747)
O (7.7507, 2.9085, -0.5728)
O (7.9375, 2.4637, 1.6285)
H (8.9452, 2.3304, 3.4492)
H (8.9199, 0.8548, 2.4652)
H (10.5629, 3.3985, 2.0172)
H (11.0654, 1.7156, 1.7813)
C (9.1578, 2.8109, 7.9342)
C (8.7020, 3.9473, 7.0425)
O (9.8509, 4.1646, 6.2161)
C (10.5769, 3.0207, 6.1924)
O (11.4973, 2.8234, 5.4689)
O (10.1093, 2.1358, 7.1029)
H (8.3532, 2.1384, 8.2184)
H (9.6648, 3.1619, 8.8338)
H (7.8590, 3.6683, 6.4074)
H (8.4495, 4.8501, 7.5915)


Density functional theory data (ωB97M-V/def2-TZVPD) for C25H36BrCrN9OSe as an isolated structure.

Output
Multiplicity: 5
Net charge: +2
Kohn-Sham gap (alpha / beta): 8.15 / 8.04 eV
Energy relative to the best compared isomer or geometry (same formula, charge and spin): 28.2 kJ/mol
E_HOMO (alpha / beta): -13.56 / -13.65 eV

Atoms and positions in Å:
Cr (-0.1918, 0.8369, -0.6178)
Br (-3.7608, -3.1541, -0.3689)
C (-3.6163, -1.2716, -0.5817)
C (-4.7123, -0.4358, -0.3773)
C (-4.4909, 0.9308, -0.4523)
C (-3.2128, 1.4046, -0.6863)
N (-2.1644, 0.6010, -0.9258)
C (-2.3905, -0.7192, -0.9180)
H (-5.6927, -0.8402, -0.1787)
H (-5.3047, 1.6216, -0.3120)
H (-3.0225, 2.4701, -0.6914)
H (-1.5566, -1.3652, -1.1757)
C (1.7889, -2.5001, -1.7745)
N (2.1305, -2.5085, -0.3776)
C (2.2520, -1.4378, 0.4242)
Se (2.1814, 0.3630, -0.0378)
N (2.6089, -1.8474, 1.6530)
C (2.7249, -3.2195, 1.6688)
C (3.0481, -4.1190, 2.6751)
C (3.0952, -5.4536, 2.3205)
C (2.8396, -5.8770, 1.0141)
C (2.4957, -4.9894, 0.0120)
C (2.4270, -3.6462, 0.3602)
H (1.7074, -1.4671, -2.1156)
H (0.8472, -3.0242, -1.9490)
H (2.5628, -3.0006, -2.3545)
H (2.8308, -1.2098, 2.4037)
H (3.2604, -3.8083, 3.6853)
H (3.3520, -6.1855, 3.0688)
H (2.9137, -6.9280, 0.7794)
H (2.3088, -5.3278, -0.9935)
C (-0.7342, -2.6629, 2.3746)
N (-0.6795, -1.3628, 3.0122)
C (-0.8085, -1.3450, 4.4597)
C (-0.3261, -0.0164, 5.0192)
C (-1.0097, 1.1093, 4.2633)
N (-0.7611, 0.9554, 2.8396)
C (-0.7498, 2.1756, 2.0670)
C (-0.6653, -0.2529, 2.2565)
O (-0.5313, -0.3669, 1.0019)
H (0.0964, -3.2863, 2.7125)
H (-0.6714, -2.5351, 1.2963)
H (-1.6740, -3.1621, 2.6141)
H (-0.2122, -2.1709, 4.8576)
H (-1.8549, -1.5168, 4.7352)
H (0.7541, 0.0738, 4.9056)
H (-0.5573, 0.0442, 6.0797)
H (-0.6130, 2.0770, 4.5718)
H (-2.0869, 1.1088, 4.4591)
H (0.0281, 2.8437, 2.4408)
H (-1.7188, 2.6770, 2.1410)
H (-0.5372, 1.9274, 0.9982)
C (-0.6339, 1.8128, -3.3791)
N (-0.4758, 2.7908, -4.4186)
C (-0.8815, 4.0977, -3.9104)
N (-0.0378, 4.4833, -2.7855)
C (-0.1804, 3.5176, -1.7318)
N (0.1868, 2.1287, -2.1625)
C (1.6095, 2.2483, -2.6499)
N (1.7573, 3.2096, -3.6973)
C (0.9233, 2.8381, -4.8296)
C (1.3519, 4.5267, -3.2263)
H (-0.3246, 0.8290, -3.7558)
H (-1.6914, 1.7719, -3.0954)
H (-1.9237, 4.0432, -3.5819)
H (-0.7980, 4.8425, -4.7017)
H (-1.2205, 3.5308, -1.3880)
H (0.4806, 3.8066, -0.9052)
H (1.9451, 1.2689, -3.0070)
H (2.2407, 2.5480, -1.8014)
H (1.2240, 1.8535, -5.1964)
H (1.0509, 3.5692, -5.6264)
H (1.4581, 5.2473, -4.0351)
H (1.9928, 4.8296, -2.3970)


Density functional theory data (ωB97M-V/def2-TZVPD) for a 2-piece molecular cluster, C25H36IN6O4 overall.

Output
Multiplicity: 1
Net charge: -1
Kohn-Sham gap: 2.72 eV
E_HOMO: -1.48 eV

Atoms and positions in Å:
C (1.5320, -4.1476, 0.5749)
C (0.4528, -4.7396, -0.4325)
C (-0.5752, -3.6095, -0.9476)
I (-0.9265, -4.1365, -3.0612)
C (-1.9380, -3.5840, -0.0964)
C (-2.9486, -4.5147, -0.8851)
N (-3.7086, -5.1952, -1.4063)
C (-1.8210, -4.2190, 1.3466)
O (-2.2058, -5.6296, 1.2532)
N (-1.6456, -6.2942, 2.3488)
O (-2.5557, -6.6676, 3.0073)
C (-2.6417, -2.1207, -0.0722)
C (-2.2539, -1.2739, -1.3538)
N (-2.0287, -0.7192, -2.3299)
C (-4.2174, -2.3456, -0.2007)
C (-5.0215, -2.8376, 0.9199)
C (-6.4710, -3.1158, 0.8775)
C (-7.0679, -2.7939, -0.4573)
C (-6.1395, -2.2728, -1.4627)
N (-4.7998, -2.0625, -1.4005)
N (-2.3814, -1.3892, 1.1725)
C (-3.2428, -0.1931, 1.3466)
C (-0.9773, -1.0005, 1.3289)
C (-0.3561, 0.3518, 0.7582)
O (-0.2045, -1.7003, 1.9640)
H (2.5643, -4.3796, 0.1878)
H (1.4774, -3.0195, 0.6315)
H (1.4415, -4.6203, 1.5917)
H (-0.0643, -5.6666, -0.0745)
H (1.0280, -5.0460, -1.3561)
H (0.0063, -2.6429, -0.8724)
H (-0.8169, -4.1072, 1.8314)
H (-2.5662, -3.7708, 2.0703)
H (-4.4949, -3.0204, 1.8958)
H (-7.0593, -3.5133, 1.7337)
H (-8.1565, -2.9442, -0.6644)
H (-6.6175, -2.0035, -2.4483)
H (-2.7592, 0.6338, 1.9378)
H (-3.6640, 0.2374, 0.3982)
H (-4.1320, -0.5216, 1.9689)
H (-0.1069, 1.0282, 1.6145)
H (0.6105, 0.0350, 0.2688)
H (-1.0475, 0.8005, -0.0010)
C (4.6277, 3.2537, 1.3740)
C (3.4222, 4.0559, 0.8433)
C (3.8965, 5.4444, 0.3690)
C (4.7168, 5.4456, -0.9173)
C (4.3824, 4.2817, -1.8502)
C (2.9834, 3.6667, -1.6418)
N (2.8708, 3.2421, -0.2513)
O (1.6433, 2.6457, 0.0404)
C (2.9201, 2.4222, -2.5435)
C (1.9035, 4.6582, -2.1174)
C (2.4839, 4.3143, 2.0335)
H (4.3109, 2.2789, 1.7519)
H (5.1297, 3.7802, 2.1986)
H (5.3740, 3.0775, 0.5963)
H (3.0251, 6.0901, 0.2193)
H (4.4804, 5.9345, 1.1593)
H (4.5553, 6.3969, -1.4363)
H (5.7852, 5.4157, -0.6791)
H (4.5078, 4.6092, -2.8888)
H (5.1366, 3.5007, -1.7032)
H (3.6384, 1.6658, -2.2151)
H (3.1617, 2.6791, -3.5823)
H (1.9266, 1.9681, -2.5436)
H (2.0567, 4.9160, -3.1730)
H (1.9072, 5.5950, -1.5548)
H (0.9024, 4.2292, -2.0367)
H (3.0037, 4.8809, 2.8155)
H (2.1394, 3.3866, 2.4931)
H (1.6089, 4.8969, 1.7339)


Density functional theory data (ωB97M-V/def2-TZVPD) for C25H36N2P2PtS as an isolated structure.

Output
Multiplicity: 1
Net charge: +2
Kohn-Sham gap (alpha / beta): 4.09 / 4.08 eV
E_HOMO (alpha / beta): -13.75 / -13.74 eV

Atoms and positions in Å:
Pt (0.4772, 0.2954, 0.1615)
C (3.8160, -1.0382, 1.5948)
C (2.5833, -1.7948, 2.0978)
C (2.2647, -2.9873, 1.1917)
P (1.1412, -0.6691, 2.1838)
C (1.1778, 0.4010, 3.6651)
C (-0.0239, 1.3494, 3.6329)
C (2.4950, 1.1708, 3.7824)
C (-0.3613, -1.6886, 2.3784)
C (-0.7285, -2.3253, 3.5445)
C (-1.9637, -2.9687, 3.6367)
C (-2.8562, -2.9433, 2.5709)
C (-2.5002, -2.3384, 1.3827)
C (-1.2269, -1.7496, 1.2603)
N (-0.8116, -1.1124, 0.0870)
C (-1.3306, -1.5159, -1.1447)
C (-1.7818, -2.8322, -1.3588)
C (-2.2942, -3.1864, -2.5901)
C (-2.3679, -2.2421, -3.6056)
C (-1.8554, -0.9551, -3.4235)
C (-1.2983, -0.5842, -2.2167)
P (-0.4808, 1.0111, -1.8514)
C (-1.8447, 2.2184, -1.6007)
C (-2.5305, 2.6462, -2.8985)
C (-1.4030, 3.4141, -0.7498)
C (0.7175, 1.4410, -3.1794)
C (1.1317, 2.9117, -3.0265)
C (0.3042, 1.1338, -4.6178)
H (4.6462, -1.7386, 1.5051)
H (4.1269, -0.2387, 2.2663)
H (3.6330, -0.6060, 0.6093)
H (2.7534, -2.1418, 3.1225)
H (2.0393, -2.6530, 0.1747)
H (1.4349, -3.5910, 1.5589)
H (3.1416, -3.6314, 1.1332)
H (1.0871, -0.2812, 4.5173)
H (0.0553, 2.0401, 2.7906)
H (-0.0327, 1.9441, 4.5462)
H (-0.9787, 0.8254, 3.5692)
H (2.6576, 1.8178, 2.9193)
H (3.3581, 0.5151, 3.8948)
H (2.4466, 1.8043, 4.6680)
H (-0.0691, -2.3204, 4.4032)
H (-2.2434, -3.4588, 4.5601)
H (-3.8399, -3.3791, 2.6775)
H (-3.2219, -2.2538, 0.5830)
H (-1.6615, -3.5801, -0.5887)
H (-2.6220, -4.2016, -2.7656)
H (-2.7953, -2.5127, -4.5623)
H (-1.8924, -0.2575, -4.2469)
H (-2.5516, 1.6249, -1.0075)
H (-1.8656, 3.2415, -3.5241)
H (-3.3905, 3.2697, -2.6531)
H (-2.8987, 1.8009, -3.4810)
H (-0.7355, 4.0771, -1.2930)
H (-0.9031, 3.1023, 0.1683)
H (-2.2864, 3.9900, -0.4742)
H (1.5784, 0.8151, -2.9233)
H (0.3529, 3.5777, -3.3955)
H (2.0217, 3.0824, -3.6311)
H (1.3710, 3.1851, -2.0006)
H (-0.6343, 1.6191, -4.8930)
H (0.2295, 0.0647, -4.8091)
H (1.0758, 1.5256, -5.2812)
S (3.7155, 3.6617, 0.4193)
C (2.6339, 2.5284, 0.3095)
N (1.8150, 1.6714, 0.2272)


Density functional theory data (ωB97M-V/def2-TZVPD) for an isolated ion of composition C25H36N3O5S and charge +1.

Output
Multiplicity: 1
Net charge: +1
SMILES: CCOc1cc(CNCCc2ccc(S(N)(=O)=O)cc2)ccc1OC/C(O)=[NH+]\C1CCCCC1
Kohn-Sham gap: 7.64 eV
Energy relative to the best compared isomer or geometry (same formula, charge and spin): 2355.0 kJ/mol
E_HOMO: -11.02 eV

Atoms and positions in Å:
C (-3.9841, 1.2346, -1.1553)
C (-2.4639, 1.6003, -1.0700)
H (-2.1562, 2.0872, -1.8791)
H (-2.3140, 2.3445, -0.1665)
O (-1.3255, 0.6892, -1.0430)
C (-1.6189, 0.0070, 0.2007)
C (-1.0714, 0.5099, 1.3082)
C (-0.8749, -0.3999, 2.6250)
C (-1.6086, -1.5659, 2.6435)
C (-2.3119, -2.0604, 1.3822)
C (-2.3347, -1.3345, 0.4604)
O (-2.9040, -1.6956, -0.7010)
C (-2.1529, -2.1368, -2.1455)
C (-1.2600, -1.2791, -2.3973)
O (-1.4298, -0.3752, -3.3374)
N (-0.0893, -1.2584, -2.0564)
H (0.7173, -0.6401, -2.5372)
C (0.4981, -2.2745, -1.1587)
C (1.2577, -3.6229, -1.8535)
H (1.8998, -3.0230, -2.4923)
C (1.9116, -4.4747, -0.9166)
C (2.6659, -3.7522, 0.1014)
C (2.0958, -2.7331, 0.8520)
C (1.4143, -1.6064, -0.1618)
H (2.5802, -1.3671, -0.6399)
H (1.1106, -0.9477, 0.3322)
H (2.9514, -2.1466, 1.2336)
H (1.3716, -3.1974, 1.5261)
H (3.1247, -4.4789, 0.6732)
H (3.6013, -3.4600, -0.6556)
H (2.3247, -5.3613, -1.4179)
H (1.1472, -4.9368, -0.3485)
H (0.4694, -3.9901, -2.5526)
H (-0.1902, -2.6821, -0.5956)
H (-3.0491, -2.1619, -2.8200)
H (-1.9713, -3.2956, -1.6768)
H (-2.7171, -3.0279, 1.4669)
H (-2.0224, -2.1284, 3.4661)
C (-0.3108, 0.0904, 3.8706)
N (0.4780, 1.2885, 3.7258)
H (1.2434, 1.1746, 4.0659)
C (-0.2673, 2.6676, 3.7736)
C (0.8566, 3.7129, 3.0342)
C (1.0696, 3.4020, 1.4735)
C (0.3174, 3.9291, 0.7176)
C (0.3449, 3.3589, -0.8429)
C (1.1978, 2.4535, -1.1970)
C (2.0599, 1.8731, -0.3160)
C (2.0783, 2.2567, 1.2786)
H (2.5978, 1.9981, 2.0445)
H (2.8114, 1.1099, -0.3911)
S (1.2991, 1.7841, -2.6696)
O (0.0035, 1.5953, -3.3107)
O (1.8298, 0.5320, -2.8071)
N (2.0544, 2.8676, -3.6910)
H (1.5043, 3.2059, -4.3768)
H (-0.8705, 0.4617, -3.4870)
H (3.0786, 2.7372, -3.6592)
H (-0.3402, 3.8436, -1.4086)
H (-0.7534, 4.5653, 0.7644)
H (1.9252, 3.5663, 3.4652)
H (0.3060, 4.5534, 3.1162)
H (-0.9379, 2.4453, 3.1626)
H (-0.3052, 2.9908, 4.7532)
H (-1.0626, 0.3454, 4.4800)
H (0.2964, -0.7345, 4.1179)
H (-0.4276, 1.3155, 1.2622)
H (-4.3570, 0.6255, -0.1756)
H (-4.0548, 0.7972, -2.0121)
H (-4.9565, 2.1289, -1.2544)


Density functional theory data (ωB97M-V/def2-TZVPD) for C25H36N8O7OsSe as an isolated structure.

Output
Multiplicity: 1
Net charge: +2
Kohn-Sham gap (alpha / beta): 6.31 / 6.40 eV
Energy relative to the best compared isomer or geometry (same formula, charge and spin): 0.0 kJ/mol
E_HOMO (alpha / beta): -13.60 / -13.60 eV

Atoms and positions in Å:
Os (-0.3378, 0.7695, 0.3583)
C (2.3535, -0.7213, 2.7507)
C (2.5905, -0.3578, 1.3294)
N (1.7190, 0.0923, 0.4270)
C (2.4124, 0.2656, -0.7685)
C (3.7032, -0.0805, -0.5778)
N (3.8049, -0.4598, 0.7415)
C (5.0153, -1.0065, 1.3612)
N (5.2155, -2.3700, 0.9921)
N (4.4438, -3.3284, 1.5663)
N (4.7283, -4.4580, 1.0541)
C (5.7134, -4.2811, 0.1025)
C (6.3607, -5.2113, -0.7182)
C (7.3082, -4.7225, -1.5838)
C (7.6199, -3.3458, -1.6364)
C (6.9969, -2.4212, -0.8297)
C (6.0310, -2.9272, 0.0446)
H (1.3095, -0.5914, 3.0071)
H (2.9542, -0.0929, 3.4110)
H (2.6450, -1.7604, 2.9125)
H (1.9305, 0.6154, -1.6673)
H (4.5420, -0.1059, -1.2519)
H (4.9139, -0.9281, 2.4396)
H (5.8719, -0.4181, 1.0401)
H (6.1272, -6.2652, -0.6565)
H (7.8414, -5.4013, -2.2346)
H (8.3824, -3.0117, -2.3268)
H (7.2668, -1.3738, -0.8665)
C (2.9973, 5.0594, 0.8634)
C (1.6818, 4.4030, 0.6419)
C (0.4196, 4.9386, 0.4563)
C (-0.4552, 3.8731, 0.2847)
N (0.2469, 2.7097, 0.3410)
N (1.5429, 3.0762, 0.5728)
C (-1.9250, 3.9833, 0.0776)
H (2.8562, 6.1267, 1.0088)
H (3.6506, 4.9165, 0.0018)
H (3.4943, 4.6559, 1.7459)
H (0.1623, 5.9833, 0.4549)
H (2.2516, 2.3707, 0.6771)
H (-2.2325, 5.0001, 0.3102)
H (-2.4830, 3.3169, 0.7290)
H (-2.1963, 3.7626, -0.9522)
O (-3.2534, 0.1024, 1.8774)
Se (-1.9222, 0.9776, 2.1001)
O (-1.8983, 2.1895, 3.1354)
O (-0.9504, -1.3195, -0.0009)
O (-0.5180, -0.0407, 2.2169)
O (-3.5566, 1.1714, -2.1107)
C (-2.5281, 0.6755, -1.7287)
O (-1.5776, 1.3254, -1.0985)
C (-2.3075, -0.8142, -1.9194)
N (-3.5188, -1.4126, -2.5607)
C (-3.8833, -2.6763, -1.7824)
C (-2.6625, -2.9486, -0.9069)
C (-2.2248, -1.5352, -0.5697)
H (-1.4213, -1.0198, -2.5195)
H (-3.3658, -1.6147, -3.5471)
H (-4.2411, -0.6746, -2.5224)
H (-4.1140, -3.4687, -2.4875)
H (-4.7703, -2.4477, -1.1967)
H (-1.8862, -3.4762, -1.4659)
H (-2.9310, -3.5325, -0.0289)
H (-0.2404, -2.0196, -0.2237)
H (-2.9409, -1.0922, 0.1285)
C (1.4397, -5.2206, 0.6081)
C (2.0335, -5.0873, -0.7938)
C (1.9395, -3.5947, -1.0381)
O (0.7140, -3.1877, -0.3806)
C (0.3130, -4.2018, 0.5881)
H (2.1870, -4.9618, 1.3559)
H (1.0738, -6.2223, 0.8222)
H (1.4370, -5.6320, -1.5277)
H (3.0595, -5.4442, -0.8489)
H (1.8660, -3.3149, -2.0881)
H (2.7756, -3.0603, -0.5777)
H (-0.6226, -4.6466, 0.2442)
H (0.1473, -3.7124, 1.5478)


Number 1: largest force on an atom 1.5 eV Å⁻¹, total energy -144246.21157 eV. Number 2: largest force on an atom 1.6 eV Å⁻¹, total energy -205767.21522 eV. Number 3: largest force on an atom 4.5 eV Å⁻¹, total energy -51731.76654 eV. Number 4: largest force on an atom 0.3 eV Å⁻¹, total energy -62135.72144 eV. Number 5: largest force on an atom 18.7 eV Å⁻¹, total energy -52022.70630 eV. Number 6: largest force on an atom 1.1 eV Å⁻¹, total energy -120558.73887 eV.